1.
Here is a molecular structure, C25H50AlB3BeBr2F5InN4NaO11 from the Open Molecules 2025 dataset. Energies are from ωB97M-V/def2-TZVPD.

The total charge is +1.

Positions of all 104 atoms, in Å:
1 In -2.13575 1.13667 -2.92843
2 Br -5.35536 -1.57323 -2.06067
3 Br 7.64845 -0.75699 2.70952
4 Al -0.84262 0.51318 2.00502
5 Na 0.16516 2.71868 3.62411
6 F 3.49207 2.72544 2.38319
7 F 8.84416 -4.90111 6.50660
8 F 10.45788 -4.23460 5.08619
9 F -4.15558 -3.27093 -2.67292
10 F 1.42673 3.46286 1.77454
11 O 6.81820 -4.24879 2.74699
12 O 8.54309 -2.81768 5.34500
13 O 4.07979 6.86746 1.14723
14 O 3.16000 5.04611 2.10354
15 O 7.03922 -1.62732 4.20265
16 O -0.79479 1.92498 -5.75130
17 O 0.82373 0.99002 -4.27403
18 O -6.43129 6.29416 -3.47730
19 O 8.37896 -4.92926 4.18472
20 O 4.15414 5.07234 -1.22634
21 O 3.21963 3.63168 0.22530
22 N -5.78660 6.42576 -5.64734
23 N 2.04962 -4.04860 1.93413
24 N -1.21057 -1.12725 0.38176
25 N -4.58571 7.50842 -3.99348
26 C 1.92646 -3.36817 3.28257
27 C -7.80836 2.17557 -1.69760
28 C 2.95922 -5.37110 5.56973
29 C 3.41912 -2.82053 0.30445
30 C 1.58046 -5.46318 2.03841
31 C -5.65387 6.71395 -4.31534
32 C 3.74179 4.80476 -0.14133
33 C -5.20590 1.83000 -2.99114
34 C -3.39426 -0.15293 -0.13818
35 C 1.69280 2.10290 -3.98488
36 C 1.16858 -3.30469 0.94223
37 C -7.68538 2.67351 -3.12857
38 C 3.42571 -4.00093 1.28274
39 C 2.22446 2.04843 -2.58288
40 C 7.56492 -4.06197 3.66734
41 C -7.21840 3.15485 -0.67429
42 C -2.09514 -0.74609 -0.56770
43 C -6.32030 2.42177 -3.84141
44 C -4.12446 1.24570 -3.91172
45 C 3.70291 5.74124 1.09744
46 C -1.82891 -0.89748 -1.93778
47 C 3.81463 -4.59409 4.57149
48 C 2.03943 -2.16849 0.45465
49 C 3.18812 -3.27870 4.11639
50 C 7.71936 -2.73402 4.44620
51 B 9.14296 -4.31142 5.33581
52 B -0.46252 1.38728 -4.52161
53 B 2.83861 3.69886 1.63117
54 Be 2.98055 -5.05881 8.52326
55 H -3.93623 7.86594 -4.66700
56 H -7.00950 2.63263 0.25666
57 H 0.55445 -5.46297 2.39708
58 H -0.97504 2.86502 -5.63665
59 H 2.97666 2.82620 -2.49565
60 H -6.49277 1.82110 -4.72970
61 H -2.55758 -1.61105 -2.33204
62 H -3.62598 -0.34016 0.91149
63 H 0.94297 -3.98655 0.12408
64 H -7.98848 3.87997 -0.43576
65 H 0.25128 -2.99997 1.43485
66 H -7.88346 3.74235 -3.14099
67 H 4.22276 -2.11564 0.50405
68 H 2.52938 2.08414 -4.67455
69 H -8.45946 2.21236 -3.73526
70 H -4.09917 1.71912 -4.88793
71 H -5.97156 3.38966 -4.19471
72 H 3.55119 -4.93658 0.74560
73 H -6.34057 3.66742 -1.04805
74 H 3.48778 -6.26103 5.90871
75 H 1.62438 -5.91787 1.05346
76 H 1.66810 -1.74383 -0.47361
77 H -4.46272 7.73944 -3.02637
78 H 3.56527 -3.18914 -0.70876
79 H -1.68076 -0.93055 1.25731
80 H -4.75782 2.62557 -2.40038
81 H 2.73794 1.11417 -2.37785
82 H 2.73767 -4.75384 6.45988
83 H -5.16079 6.76148 -6.35375
84 H -3.40867 0.91061 -0.36382
85 H 4.05528 -5.23142 3.71747
86 H 1.12523 -3.87272 3.82088
87 H 2.08591 -1.35604 1.18526
88 H -2.09279 2.33638 -1.60606
89 H 1.47597 2.27010 -1.82910
90 H -8.87346 2.14191 -1.47572
91 H -4.21030 -0.62459 -0.78519
92 H 3.93301 -2.67546 3.59029
93 H 2.22644 -6.00186 2.72578
94 H 2.00857 -5.69706 5.13785
95 H -6.56066 5.84833 -5.91575
96 H -0.82550 -1.25985 -2.13504
97 H 1.16695 3.04830 -4.11346
98 H -5.52347 0.98996 -2.36423
99 H 4.20926 -3.94051 2.02718
100 H 1.57853 -2.35372 3.09339
101 H -4.40632 0.20958 -4.10141
102 H -7.45431 1.15885 -1.55188
103 H 4.76782 -4.35516 5.04624
104 H 2.93944 -2.69124 5.00502

***

2.
Here is 7 unconnected molecules or ions with the total composition C25H50BBr2O9P from the Open Molecules 2025 dataset. Energies are from ωB97M-V/def2-TZVPD.

Its structure (SMILES) is CCCOP(B(O)OC)/C(Br)=C(\C)Br.CC(C)=O.CC(C)=O.CC(C)=O.CC(C)=O.CC(C)=O.CC(C)=O.

Positions of all 88 atoms, in Å:
1 Br -3.43595 5.79866 1.85684
2 Br -6.27216 7.37759 1.13825
3 P -3.63116 4.32827 -0.97664
4 O -2.02736 4.65803 -0.74111
5 O 4.66764 -6.55847 -1.12259
6 O -3.83432 2.60958 1.46049
7 O -8.03890 2.62557 4.24211
8 O 5.26993 -1.18295 -2.45071
9 O 0.68693 -0.38407 0.41265
10 O 4.05014 2.11110 1.64590
11 O -0.30654 -4.59479 -0.76622
12 O -4.25926 1.52120 -0.57583
13 C 4.74731 -0.09130 -2.43203
14 C -1.50831 -1.20465 -0.00636
15 C 5.85320 0.61933 1.22075
16 C 5.52198 -6.59384 -1.97767
17 C -1.14811 3.53435 -0.66301
18 C 3.56319 -0.19179 2.03247
19 C 6.90253 -7.13512 -1.69890
20 C 3.40600 0.14307 -1.78738
21 C -5.59955 1.03577 -0.49061
22 C -0.51534 -6.96321 -0.84945
23 C 0.29727 3.98151 -0.65912
24 C -4.34824 5.51911 0.21498
25 C 4.44334 0.96709 1.64117
26 C -6.92139 3.01692 4.48472
27 C -6.23469 6.00287 -1.36845
28 C -6.21865 4.02672 3.61343
29 C 0.20939 -5.65506 -1.04673
30 C 5.41451 1.11684 -3.04530
31 C 5.26472 -6.09230 -3.37737
32 C -0.15243 -1.22629 0.65048
33 C 1.19159 2.75422 -0.43018
34 C -6.14788 2.51311 5.68109
35 C 0.11167 -2.36564 1.59803
36 C 1.60602 -5.72388 -1.60159
37 C -5.47868 6.16624 -0.07294
38 B -3.90691 2.65454 0.10708
39 H -3.36224 3.36244 1.84124
40 H 0.52498 4.48985 -1.59620
41 H 3.49365 0.88125 -0.98720
42 H -1.65266 -2.13305 -0.56309
43 H 5.42543 -6.89598 -4.09855
44 H 6.39448 1.52450 0.95540
45 H 3.47950 -0.88102 1.19034
46 H 1.59287 -6.20196 -2.58366
47 H 1.69621 2.43892 -1.34273
48 H -5.59064 0.03264 -0.06498
49 H -6.58727 4.97934 -1.49314
50 H -5.95751 4.91315 4.19443
51 H 1.11755 -2.28332 2.00442
52 H -2.29211 -1.14604 0.75166
53 H 2.56946 0.15808 2.29696
54 H 4.77555 1.54335 -3.82080
55 H -1.33372 2.86465 -1.51464
56 H -5.21842 2.04410 5.35245
57 H 6.37275 0.83406 -3.47408
58 H 3.01529 -0.78502 -1.37629
59 H 4.24506 -5.72404 -3.45857
60 H -7.10632 6.65112 -1.38382
61 H 1.95899 2.93695 0.32180
62 H -6.02232 0.99887 -1.49443
63 H 5.96084 -5.28735 -3.61951
64 H -5.29597 3.60076 3.21852
65 H 2.69732 0.53619 -2.51816
66 H -1.50735 -6.78145 -0.44365
67 H 5.83222 -0.06427 0.36826
68 H 2.01511 -4.72009 -1.68917
69 H 0.40781 4.68937 0.16429
70 H -6.74754 1.79292 6.23196
71 H 2.25390 -6.31802 -0.95740
72 H -5.88278 3.34694 6.33388
73 H -1.35187 2.97986 0.26304
74 H -6.86510 4.31562 2.78700
75 H 7.65077 -6.36386 -1.89001
76 H 0.01086 -3.28867 1.02630
77 H 0.60717 1.90246 -0.07992
78 H -0.59835 -7.49052 -1.80153
79 H 0.05069 -7.60196 -0.16912
80 H 7.11723 -7.97345 -2.36423
81 H -5.59182 6.25549 -2.21230
82 H -1.59119 -0.35129 -0.67556
83 H 6.96935 -7.46190 -0.66440
84 H 6.37099 0.10771 2.03413
85 H 4.00778 -0.72804 2.87374
86 H 5.56236 1.88604 -2.28443
87 H -0.61580 -2.37335 2.41128
88 H -6.22673 1.66967 0.14022

***

3.
Here is 4 unconnected molecules or ions with the total composition C25H50BBr7FN4O10P from the Open Molecules 2025 dataset. Energies are from ωB97M-V/def2-TZVPD.

Its structure (SMILES) is CCN[C@@](N=C=O)(O[C@H](B(O)OC)[C@H](C)F)[C@@](CON=O)(OC[C@@H](C)C(C)C)N(C[C@@H](C)Br)P(=O)(O)O.BrCCBr.BrCCBr.BrCCBr.

Positions of all 99 atoms, in Å:
1 Br 4.62795 9.09983 2.82464
2 Br -2.96847 -5.81812 -2.22915
3 Br -6.47675 -4.83803 -1.62042
4 Br 0.50872 -3.86110 -1.77591
5 Br 4.54500 -6.34620 1.80500
6 Br 1.65762 -8.61568 2.10508
7 Br 3.49686 6.50441 0.46228
8 P 1.79794 -0.17566 -2.45105
9 F -0.54484 5.71220 0.54600
10 O 0.63130 2.41758 -0.40695
11 O 3.04306 1.29565 3.10788
12 O 3.21616 0.29865 -2.51723
13 O 1.71449 -1.40538 -3.58026
14 O -0.70105 4.13076 -2.21456
15 O -1.21795 -0.01782 3.83253
16 O 0.83030 1.00883 -3.03427
17 O -2.60162 4.12744 -0.74312
18 O -0.68513 0.36669 -0.62894
19 O -1.14585 -0.35031 1.78096
20 N 1.32722 -0.85331 -0.95895
21 N -1.40480 -0.87552 3.05108
22 N 1.03784 1.61618 1.86829
23 N 2.69036 1.50007 0.18578
24 C 4.80478 2.52208 -0.53079
25 C -0.24916 3.32974 0.25230
26 C 2.91321 8.89691 1.92362
27 C 2.50244 7.44932 1.84541
28 C -4.47502 -0.57343 0.92906
29 C 1.56973 -4.03054 0.94013
30 C -3.63218 -0.38966 -2.62113
31 C 2.27243 -1.83005 -0.39635
32 C -3.03014 5.38338 -1.31277
33 C -5.74328 -6.12372 -2.88723
34 C 2.11358 1.43784 2.45050
35 C -4.53509 -2.46563 -0.84494
36 C 3.21019 2.69109 -0.48820
37 C -3.60082 -1.36966 -0.15442
38 C -2.92834 -0.38133 -1.21887
39 C 0.73183 4.68707 2.30123
40 C -1.35763 -0.69425 -1.30676
41 C -4.59356 -6.89238 -2.28677
42 C 0.57522 -0.02411 -0.02684
43 C 3.99493 -7.47073 3.29728
44 C 1.89827 -3.36488 -0.47675
45 C 0.44671 4.67083 0.76591
46 C 1.23654 1.41745 0.37952
47 C 3.46193 -8.79543 2.81679
48 C 0.10750 -0.82331 1.28103
49 B -1.24136 3.87085 -0.94076
50 H -2.19528 6.08039 -1.56941
51 H 3.16952 0.63478 -0.03181
52 H 0.73080 5.70188 2.76249
53 H 5.23403 2.99082 0.39289
54 H -5.50210 -2.02631 -1.18836
55 H 3.03085 3.57299 0.17169
56 H 1.34547 1.83994 -2.97867
57 H -3.96873 -3.00332 -1.64171
58 H -3.78748 -0.31624 1.78159
59 H -2.85335 -1.95414 0.44008
60 H -5.46815 -5.56712 -3.78032
61 H 0.04816 3.98468 2.84917
62 H 5.05513 1.42934 -0.57760
63 H 0.82040 -1.34881 -3.97282
64 H 0.26552 4.24771 -2.15124
65 H 2.65840 6.90699 2.77454
66 H 3.37117 -9.49517 3.64763
67 H -4.73933 -0.27950 -2.42472
68 H -6.56922 -6.79506 -3.12193
69 H 4.89632 -7.61395 3.89289
70 H 3.27041 -6.90054 3.87435
71 H 3.00930 9.36865 0.94833
72 H -4.77741 -3.20502 -0.02940
73 H 4.06898 -9.24423 2.03416
74 H 1.45625 7.36394 1.55035
75 H 1.32117 4.97508 0.11763
76 H 0.48460 -4.27473 1.05617
77 H -3.64586 5.90883 -0.52921
78 H 0.91343 -0.93381 2.04629
79 H -5.25249 -1.31141 1.27477
80 H -1.23202 -1.71881 -0.89393
81 H 2.90433 2.82992 -1.55487
82 H -0.09009 -1.87582 0.90456
83 H -3.66809 5.14992 -2.21119
84 H 2.59739 -1.61692 0.66383
85 H -3.04018 0.64625 -0.76726
86 H 1.76880 4.26144 2.45449
87 H -4.34210 -7.75175 -2.90856
88 H -3.33811 0.51516 -3.20862
89 H 5.22178 3.07712 -1.40701
90 H -4.78663 -7.22857 -1.27082
91 H -4.91750 0.33307 0.45076
92 H -0.96271 2.89635 0.99760
93 H -1.11673 -0.62689 -2.41142
94 H 2.20484 9.46213 2.52889
95 H 1.79993 -3.26926 1.74440
96 H 2.24210 -4.90187 1.15446
97 H 3.22984 -1.70865 -0.98876
98 H -3.52469 -1.35308 -3.18319
99 H 2.82824 -3.90503 -0.81009

***

no.,E_tot (hartree),frontier orbital gap (eV)
1,-8360.58702,3.2
2,-7174.01929,8.7
3,-20438.14281,8.9